Molecular formula: C4H9ClFP
Method: DFT, wB97M-V/def2-TZVPD

Last columns: bonded neighbours and bond lengths (Å).
Geometry (Å):
1 C 1.1264 -0.4020 -1.3655  P2 1.797, H8 1.070, H9 1.172, H10 1.056
2 P -0.0902 0.7653 -0.7432  C1 1.797, C3 1.877, C4 2.144
3 C -1.6425 -0.0339 -1.4312  P2 1.877, H11 1.081, H12 1.114, H13 1.130
4 C -0.1633 -0.0876 1.2229  P2 2.144, F5 1.389, C6 1.493, H14 1.093
5 F -1.4983 0.0811 1.5658  C4 1.389
6 C 0.8144 0.7811 1.9420  C4 1.493, Cl7 1.838, H15 1.089, H16 1.050
7 Cl 0.5057 0.4663 3.7264  C6 1.838
8 H 1.1130 -1.4708 -1.3230  C1 1.070
9 H 2.2001 -0.3197 -0.9024  C1 1.172
10 H 1.3051 -0.3087 -2.4023  C1 1.056
11 H -2.5216 0.5312 -1.1532  C3 1.081
12 H -1.8482 -1.1075 -1.2183  C3 1.114
13 H -1.6490 -0.0630 -2.5610  C3 1.130
14 H 0.1440 -1.1351 1.1700  C4 1.093
15 H 0.4326 1.7978 1.8624  C6 1.089
16 H 1.7717 0.5056 1.6108  C6 1.050

Spin multiplicity: 1
SMILES string: CP(C)[C@H](F)CCl
ΔE to the lowest compared entry with this formula, charge and spin (eV): 0.180
Highest occupied orbital energy (Ha): -0.33603
Kohn-Sham gap (hartree): 0.368
DFT total energy (Ha): -1059.1621

Atom charges from the Löwdin analysis, given in e for atoms 1 to 6:
1 C -0.401
2 P 0.934
3 C -0.341
4 C -0.494
5 F -0.086
6 C -0.566